Record 1
Molecular formula: C29H35Cl39NO3
Method: DFT, ωB97M-V/def2-TZVPD

Computed properties:
HOMO-LUMO gap (spin up / spin down) ... 8.93 / 8.25 eV
Lowest unoccupied orbital energy (spin up / spin down) ... -0.1 / -0.8 eV
Strongest force on any atom ... 0.0950 Eh/bohr

Geometry as ORCA input:
```
! wB97M-V def2-TZVPD RIJCOSX def2/J DEFGRID3
* xyz 0 2
H -2.02 4.47 -7.03
H 1.25 0.02 -3.58
C 3.09 -0.62 2.65
C -5.33 5.94 3.74
H 1.10 0.17 0.73
Cl -1.85 -4.18 -6.28
Cl -6.34 6.85 4.87
C 2.05 -1.20 3.76
Cl 2.37 -5.93 -4.95
Cl 1.25 -3.58 -6.24
C -7.79 -0.07 7.27
H -1.03 -0.20 0.98
H 1.47 -3.42 4.11
C -3.36 1.78 6.90
H 3.57 -3.64 -1.88
H 0.82 1.77 4.46
H 1.58 -0.94 5.96
H -4.18 1.96 7.59
Cl -6.01 6.00 2.11
C 1.17 0.82 1.68
C -3.27 8.64 6.79
H 7.53 2.18 0.67
H 7.76 -7.02 -6.13
H -1.83 0.98 2.14
Cl 8.31 -4.77 -6.52
O 0.50 -1.93 2.27
Cl -3.73 8.36 8.48
H 4.15 -0.68 3.10
H -3.04 -5.59 -7.75
Cl -2.77 5.55 -8.97
Cl 9.71 1.30 0.52
C 4.24 0.76 0.51
C -2.33 -5.75 -6.94
H -1.43 5.31 -0.18
Cl -2.25 3.98 1.57
H 3.41 -0.97 5.53
H 2.92 -5.03 -7.05
Cl -0.38 6.12 -7.41
N 0.61 -1.13 3.34
C 2.55 0.48 -1.69
H 2.59 1.46 3.28
Cl -8.64 0.68 5.91
C 1.95 -0.44 -2.81
Cl -1.75 7.81 6.42
H -5.30 4.90 4.06
H 3.06 -1.35 1.78
O 5.50 0.71 0.58
C 8.54 2.60 0.78
Cl -3.14 10.37 6.46
Cl 4.08 -3.65 -5.54
C 2.37 -0.59 5.21
H -1.29 -2.35 1.01
Cl -1.51 0.93 -3.89
C -0.97 4.67 0.56
C 7.26 -6.07 -5.94
C -0.11 1.30 4.01
Cl -7.54 -6.91 -8.18
C 3.54 -0.09 -0.63
Cl -1.48 1.55 -6.73
Cl 8.68 3.26 2.42
Cl 5.72 -6.06 -6.80
H -6.75 -5.60 -9.97
H -0.63 0.72 4.87
H -2.69 -0.14 -5.62
Cl -1.50 -4.68 0.82
C 2.69 -4.61 -6.07
Cl -3.20 3.19 5.84
C -6.28 -6.24 -9.23
C -1.68 0.27 -5.52
O 3.57 1.61 1.43
Cl -5.43 -7.54 -10.08
Cl -0.09 3.38 -0.28
Cl -7.02 -1.58 6.78
Cl 0.13 5.64 1.54
H 2.26 1.59 -1.63
H -0.83 2.12 3.68
H 4.57 -2.05 0.04
Cl 7.00 -5.92 -4.19
C -1.24 0.00 2.09
H 0.80 1.89 1.46
H -8.52 -0.29 8.05
Cl -1.18 -2.73 -1.31
C 0.21 0.22 2.83
H -4.05 8.22 6.15
Cl -3.54 -2.65 0.39
C 2.65 0.88 2.29
Cl -0.52 -1.03 -5.80
C 2.31 -1.94 -2.92
Cl -3.67 6.57 3.74
Cl -3.72 0.33 5.96
C -1.81 -3.01 0.32
H 2.95 -3.18 2.93
Cl -6.60 1.05 7.94
C -2.04 5.51 -7.36
H 1.90 -2.60 -3.75
C 3.27 -2.54 -1.85
Cl -5.14 -5.26 -8.29
Cl -3.02 6.44 -6.22
Cl 8.75 3.88 -0.43
Cl -3.12 -6.73 -5.69
Cl -0.92 -6.60 -7.60
Cl -1.88 1.56 7.85
C 3.86 -1.62 -0.75
H -1.82 -0.85 2.59
H 3.11 -2.94 4.76
C 2.40 -2.79 3.86
H 2.44 0.55 5.23
*
```

---

Record 2
Molecular formula: C29H35F10N6NbO3S
Method: DFT, ωB97M-V/def2-TZVPD

Computed properties:
HOMO-LUMO gap (spin up / spin down) ... 4.98 / 5.02 eV
Lowest unoccupied orbital energy (spin up / spin down) ... -12.6 / -12.6 eV
Strongest force on any atom ... 0.0730 Eh/bohr

Geometry as ORCA input:
```
! wB97M-V def2-TZVPD RIJCOSX def2/J DEFGRID3
* xyz 4 1
H 2.75 -3.53 2.46
N 2.17 0.71 8.92
H -4.87 -0.65 -2.20
H 2.20 -0.35 9.04
N -1.00 1.86 -1.80
H -4.22 -1.93 1.29
H -2.89 -4.79 -4.82
S -3.00 -0.38 -0.04
H 0.05 2.41 8.35
F -3.06 3.06 -3.38
H -5.14 -2.54 -3.97
H -2.50 -1.66 1.89
F -0.31 -1.31 -5.27
C -0.52 3.35 -0.02
C 4.38 -1.90 -1.94
C 2.85 -0.02 -1.67
H 0.98 3.22 5.67
H 1.40 2.52 1.50
C -4.33 -1.60 -2.17
C -1.89 0.49 -5.62
H -3.68 -0.54 2.26
Nb 0.32 0.73 -0.64
O -1.44 -0.23 0.00
H -4.01 -5.68 -3.72
H 0.64 3.33 -2.38
C 0.93 2.47 7.66
C 4.09 -1.94 -3.35
C 1.58 -1.78 2.58
C -0.99 -0.21 -4.85
C -1.43 1.34 -2.99
F -0.16 -0.65 -2.61
H 0.88 -1.67 3.52
F 5.10 -2.92 -1.38
H 1.53 3.26 8.12
C -3.78 -4.66 -4.19
C -3.39 -1.19 1.48
O 1.01 -1.62 0.21
H -2.13 -4.77 -2.08
N 0.84 2.94 -0.42
C 1.03 -1.04 1.38
C 1.58 1.12 7.62
H 1.06 -3.83 2.70
H -0.40 2.24 6.07
C -3.66 -3.68 -3.08
C 2.95 1.88 0.03
H 3.41 1.27 0.84
H -0.59 4.41 0.19
H 3.70 2.44 -0.51
C 1.91 2.85 0.58
C 3.73 -0.96 -1.10
C -2.56 -2.93 -1.09
C -2.50 1.89 -3.80
H 2.54 -1.28 2.88
H 0.81 0.34 7.41
H 1.76 1.14 9.76
H 2.37 3.48 -1.80
H 3.19 0.85 9.01
C -1.55 3.00 -1.09
O 0.79 0.20 1.51
N 1.79 -3.27 2.22
N 0.30 2.89 6.43
F 2.89 -1.15 -5.27
F -2.12 0.10 -6.94
F -3.39 2.24 -5.96
H -1.88 3.83 -1.77
C -2.56 1.60 -5.11
H 2.32 3.81 0.83
C -4.47 -2.53 -3.15
H 1.62 -3.24 1.18
F 4.44 -3.03 -4.11
H -2.51 2.68 -0.65
F 2.10 1.02 -3.70
N 2.20 0.95 -0.92
H 1.23 4.79 -1.42
H -1.65 -2.97 -0.39
H -4.63 -4.36 -4.82
C 2.76 0.01 -3.11
H 2.34 1.00 6.79
C 1.28 3.71 -1.58
C -0.87 0.15 -3.50
F 3.84 -1.07 0.26
C -2.76 -3.86 -2.08
C 3.27 -1.01 -3.92
C -3.26 -1.69 -1.24
H -0.76 2.84 0.96
*
```

---

Record 3
Molecular formula: C29H35GeIN4O2Rh
Method: DFT, ωB97M-V/def2-TZVPD

Computed properties:
HOMO-LUMO gap ... 6.38 eV
ΔE to the lowest compared entry with this formula, charge and spin ... 0.0 kcal/mol
Lowest unoccupied orbital energy ... -10.4 eV
Strongest force on any atom ... 0.0026 Eh/bohr

Geometry as ORCA input:
```
! wB97M-V def2-TZVPD RIJCOSX def2/J DEFGRID3
* xyz 3 1
H 5.02 0.45 -2.63
C -0.81 0.24 -2.30
H -8.20 -2.00 3.10
C -7.60 -1.23 2.64
C 1.72 1.65 3.87
H 6.01 -0.97 -6.03
C 1.98 -0.30 2.27
H 3.85 2.20 -0.42
C 2.73 -0.87 1.06
H 0.91 -0.24 2.05
H 2.42 1.77 1.84
H 5.19 1.08 1.17
H 3.55 1.00 2.94
C 3.11 0.00 -4.60
H 4.23 0.77 -6.24
H -3.36 -1.87 0.98
C -2.30 -0.80 -0.58
H 2.42 -1.89 0.85
C 5.11 0.98 -1.68
C 3.74 1.49 -1.24
C -1.08 -0.75 -1.25
H 3.81 -0.90 1.26
C -5.97 -0.40 1.05
H -7.19 2.22 2.89
C 5.16 -0.96 -5.36
C 5.07 -1.94 -4.36
N 3.01 -0.94 -3.64
C -3.01 1.15 -2.02
Ge 2.41 0.25 -0.52
H 6.67 0.13 1.33
C -3.34 0.16 -1.01
H 5.82 -2.71 -4.24
H 2.31 0.72 -4.64
H -8.09 1.98 5.09
C -2.45 -1.78 0.40
H 6.78 -0.23 -1.11
H -9.38 2.21 3.85
H 6.70 1.69 0.51
H 5.26 -0.83 -0.51
H -3.80 1.85 -2.28
H 1.08 1.02 -0.31
C -1.42 -2.67 0.64
H 2.11 2.63 4.16
H 0.59 -3.23 0.07
O -8.64 0.27 4.04
C -7.77 0.12 3.11
H 1.80 0.99 4.74
H -1.50 -3.44 1.39
O 0.30 0.20 -2.88
H -9.73 1.34 5.36
N -0.07 -1.61 -1.02
C -8.97 1.56 4.62
Rh 1.55 -1.28 -2.28
N -4.57 0.20 -0.63
C -6.74 -1.48 1.65
H -6.60 -2.47 1.25
C -0.24 -2.55 -0.09
C -1.82 1.21 -2.64
C -7.02 1.21 2.54
C 2.49 1.08 2.69
H 3.25 2.04 -2.04
C 4.18 0.01 -5.48
H 5.74 1.85 -1.90
I 3.45 -3.12 -1.95
C -6.15 0.96 1.55
C 6.11 0.78 0.66
H 2.08 -0.99 3.11
H 0.66 1.76 3.63
H -5.60 1.77 1.08
C 3.97 -1.86 -3.55
H -1.59 1.94 -3.41
N -5.17 -0.72 0.08
C 5.84 0.09 -0.68
*
```

---

Record 4
Molecular formula: C29H35MnN5O7P2S2Si
Method: DFT, ωB97M-V/def2-TZVPD

Computed properties:
HOMO-LUMO gap (spin up / spin down) ... 6.10 / 5.70 eV
Lowest unoccupied orbital energy (spin up / spin down) ... 4.3 / 4.3 eV
Strongest force on any atom ... 0.0070 Eh/bohr

Geometry as ORCA input:
```
! wB97M-V def2-TZVPD RIJCOSX def2/J DEFGRID3
* xyz -2 2
C 1.88 -2.68 0.50
N -0.06 2.66 -2.05
C -1.60 -2.02 0.63
S -2.50 1.78 -0.58
H -3.33 -5.60 0.95
H -0.72 1.88 -3.66
H -0.12 -4.74 1.84
C -2.97 4.55 3.91
C 3.10 3.37 1.83
C -3.43 4.03 1.50
C 0.07 -1.25 -4.47
H 1.44 1.66 -3.84
H 1.11 -2.95 -0.22
C 3.00 3.56 -0.55
H 3.56 3.63 2.78
H 1.43 0.13 -5.41
O -2.37 -0.66 -5.13
H 3.38 3.98 -1.48
C 0.86 -0.76 -5.67
H 2.73 2.73 -3.25
C 1.35 2.17 0.61
H -2.22 -5.05 -0.33
H -2.55 4.93 5.98
H -1.60 -2.18 -5.16
H -0.16 -3.03 -5.58
O 0.99 -0.54 -2.01
C 1.20 2.42 -1.84
P -1.41 -0.13 -4.10
C 1.87 2.76 -0.58
H 2.65 1.06 -2.67
C -2.68 3.80 2.78
Si -2.22 -3.42 1.54
H -4.38 -2.45 2.26
P 1.05 -1.68 -2.96
H 1.60 2.14 2.74
H -3.94 -3.80 3.33
Mn -0.54 0.52 -1.02
H 4.45 -1.56 3.09
O 2.59 -1.76 -3.52
N 2.03 -1.39 0.76
C -0.86 -4.29 2.52
N -0.62 3.62 -1.19
H -0.33 -3.57 3.16
H 1.58 -1.52 -6.00
C 2.05 1.92 -2.97
N -0.66 -2.52 -4.85
C -1.32 3.35 5.18
S -2.44 4.76 0.16
H 0.18 -0.50 -6.49
H -1.42 2.23 1.98
O -1.71 -0.26 -2.64
C -1.68 2.82 2.86
C -1.73 3.32 -0.62
N 2.46 -6.18 0.58
H -3.74 5.31 3.86
C 3.60 -3.26 2.08
H -0.26 1.83 4.10
H -1.26 -5.09 3.15
H -3.83 3.09 1.11
C -1.02 2.60 4.05
H 4.20 -4.01 2.59
C -2.30 4.33 5.11
O -0.91 1.33 -4.48
O 0.37 1.34 0.61
C 2.52 -5.05 0.82
C -3.55 -2.93 2.78
H -3.15 -2.21 3.50
H -0.80 3.17 6.11
H 4.49 4.55 0.66
C 3.63 3.89 0.65
H -3.81 -4.29 -0.16
H 3.01 0.05 1.82
C 3.74 -1.92 2.35
C 2.00 2.54 1.82
C -2.97 -4.72 0.39
O 0.65 -3.09 -2.63
C 2.66 -3.66 1.13
C 2.93 -1.02 1.66
H 2.90 -2.66 -3.34
H -0.66 -3.11 -3.99
H -4.26 4.72 1.66
C -1.21 -1.04 -0.01
*
```

---

Record 5
Molecular formula: C29H35N3O10
Method: DFT, ωB97M-V/def2-TZVPD

Computed properties:
SMILES string ... CCCOC[C@H]1C(=O)OC[C@H]1CCCO.O=[N+]([O-])c1ccccc1.O=[N+]([O-])c1ccccc1.O=[N+]([O-])c1ccccc1
HOMO-LUMO gap ... 8.85 eV
Lowest unoccupied orbital energy ... -0.9 eV
Strongest force on any atom ... 0.0930 Eh/bohr

Geometry as ORCA input:
```
! wB97M-V def2-TZVPD RIJCOSX def2/J DEFGRID3
* xyz 0 1
N -3.76 3.35 -0.42
H -3.53 -2.72 0.40
H 0.48 -2.58 -1.27
H -6.17 -2.27 -0.21
H -5.59 -0.80 1.43
C -2.52 -0.35 -0.17
H -1.25 -0.27 1.53
C 4.83 0.37 3.60
C -0.12 2.68 -0.84
C -1.79 4.82 -0.20
C 4.03 -0.08 2.56
C 4.31 0.16 -2.72
C 4.30 2.02 1.48
O -6.59 -3.60 1.25
H 5.51 3.49 2.45
C 5.36 1.65 3.57
O 5.79 -1.63 -1.22
C 3.75 0.75 1.48
O 4.52 4.01 0.32
H 0.48 -0.08 -2.21
H 5.38 0.20 -2.85
H 3.87 1.64 -4.20
C -4.52 -1.02 1.39
O -2.16 -1.54 -2.28
C -1.49 2.49 -0.79
C -4.40 -2.51 1.03
C 1.55 0.01 -2.34
O -4.46 4.31 -0.17
C -5.65 -3.07 0.32
C -2.30 3.56 -0.47
N 4.61 -1.57 -0.97
C 1.82 -4.37 0.21
C 3.46 0.96 -3.47
C -3.89 0.01 0.43
H -4.29 -3.08 1.95
C 0.98 -3.19 0.74
H 3.13 0.42 0.66
H -6.35 -4.51 1.44
H -1.93 1.52 -0.98
O -0.28 -1.24 0.05
O -4.23 -1.02 -1.63
C -2.88 -1.06 -1.47
H 5.04 -0.28 4.43
C 3.75 -0.68 -1.78
H -1.84 -1.91 1.22
H -2.04 0.58 -0.49
H -5.75 0.16 -0.81
H 2.83 -4.30 0.60
O 3.29 2.47 -0.54
N 4.01 2.91 0.33
H -2.46 5.63 0.05
H 0.45 -3.47 1.65
H 1.67 -2.38 1.00
H -5.36 -3.82 -0.41
C -1.48 -1.00 0.75
H 5.99 2.00 4.38
H -3.88 0.98 0.93
H -0.90 -3.18 -0.38
C -0.41 5.00 -0.25
H 0.01 5.97 -0.03
C -4.67 0.14 -0.87
H 1.43 -5.35 0.50
C 0.42 3.93 -0.58
H 1.49 4.06 -0.61
C 0.02 -2.60 -0.28
C 2.38 -0.77 -1.58
H 0.52 1.85 -1.07
C 5.10 2.49 2.50
O 4.04 -2.21 -0.11
H 1.42 1.51 -3.88
H 1.98 -1.46 -0.86
O -4.17 2.23 -0.64
H -4.15 -0.83 2.40
H 1.90 -4.35 -0.88
H 3.62 -1.08 2.57
C 2.08 0.89 -3.28
H -4.30 1.02 -1.41
*
```

---

Q: Which value of strongest force on any atom does entry 4 give?
A: 0.0070 Eh/bohr